(1)
Entry from OMol25: 13 unconnected molecules or ions with the total composition C43H71N8O5S4 at a distorted geometry (ωB97M-V/def2-TZVPD).

Properties
molar mass: 908.4 u
electronic energy: -4087.93524 Eh
orbital gap: 7.201 eV
LUMO: 1.78 eV

```
! wB97M-V def2-TZVPD RIJCOSX def2/J DEFGRID3
* xyz -1 1
C 2.3259 -3.6119 -0.2401
N 2.6984 -5.2567 1.2125
H 3.6594 2.3778 -0.1389
S -1.8190 -5.1709 1.5254
C -3.1480 3.3666 -0.1816
H 2.1853 -2.6381 -0.6828
N -1.0211 2.8368 2.4465
C -1.5140 -3.4695 0.9859
H -0.5696 -3.7839 -6.7565
O -1.0014 -5.4188 2.7655
H -2.1790 -2.7719 1.4851
C 5.6782 3.2885 -0.3676
H 0.2974 -0.4104 -1.8688
H -0.4433 -3.2913 1.1166
N -3.1499 2.0583 -0.5716
C -4.3473 1.8047 -1.1739
H 3.3181 2.7384 -3.5804
H -0.7921 1.0515 -1.6357
H 0.8352 3.5561 1.6145
C -0.1167 -4.0619 -5.8080
H -5.0342 1.1715 1.8583
C -5.1054 2.9500 -1.1872
N 1.7857 2.4208 -5.0768
H 0.8048 3.2652 -2.1517
C -1.0060 -6.0126 0.1371
H -4.4728 5.0409 -0.7169
H -2.8495 -1.2947 -2.7349
H 7.6312 3.3675 -0.9625
S 0.6807 5.5269 -1.4476
C 3.7031 -0.3546 2.6076
H 0.1939 1.4086 -6.1443
H 7.4120 0.8575 -1.6550
H -6.5594 0.2780 3.9124
O -1.1820 0.2023 1.1035
H -0.3089 -1.3230 2.4934
N 0.1897 -1.3687 3.3731
H -0.0954 -5.1481 -5.7033
C 5.3182 1.1747 -1.0085
H -1.6481 5.9755 -1.1779
C -4.7066 -2.4146 -2.9555
C 4.6912 2.3264 -0.4455
H -6.0160 -2.2822 0.0196
H 3.0518 -6.8287 -0.1925
S -1.2388 -3.5347 -4.4624
C -0.4306 4.9395 2.8135
H 0.6731 1.9269 0.1731
H 2.8991 -5.7384 2.0696
C -1.6553 4.6935 3.4903
C 2.6080 -4.8055 -0.9582
C 5.1796 1.8153 3.3361
H -1.6402 -3.4241 -0.0978
H 5.6282 2.4419 4.1042
H 5.6551 4.2569 0.1045
C 0.6519 -2.5105 3.9467
C 1.0324 0.9233 0.4063
H 0.1103 5.8720 2.8693
O -1.5459 -2.1101 -4.8410
C -0.1548 -0.0620 0.2046
H 1.8859 0.6457 -0.2207
H 1.7827 -0.1379 5.9236
C 0.1933 4.1000 -2.5019
C 1.2342 -2.1931 5.1641
H -6.6485 -2.9950 -2.2591
N -5.7167 -2.6822 -2.0625
H 5.9478 1.5787 2.5972
S 4.6401 0.2517 4.0353
C 0.6118 -0.2850 4.1254
H 1.6243 -2.8980 5.8793
C 2.1668 0.8498 -3.5836
H -1.2077 -7.0811 0.2326
H -0.8531 3.8023 -2.4880
H 3.0557 0.4615 2.2816
H -1.4560 -5.7384 -0.8176
H 1.7119 3.2582 -5.6240
C -2.0055 3.3983 3.1978
H -0.4971 -3.3026 -2.1488
C -0.0350 3.7601 2.2133
C -4.2518 3.9856 -0.6899
H 1.4133 0.9446 1.4296
H 0.8485 -3.5616 -5.7562
H -4.8296 -2.7364 -3.9762
H -2.4462 1.3510 -0.3977
H -1.0157 1.9047 2.0160
H -4.5082 0.8017 -1.5342
C -3.4067 -0.6301 4.0137
H -2.8588 2.7982 3.4724
H 0.1567 -1.1157 0.3213
H 2.9850 -1.1517 2.7969
C -4.7011 0.5915 2.7088
H 0.4352 -0.4189 -4.2337
O 5.8934 -0.5549 4.2432
H -3.6271 -1.0855 -0.1284
C -0.8471 6.4414 -1.7527
C -4.6030 -0.4437 4.6714
C -4.1292 -1.6031 -0.9326
C 2.4921 -3.9003 1.1020
H 2.6917 -4.9796 -2.0188
H -1.1359 6.4745 -2.8013
H -6.0918 3.1623 -1.5658
C -0.5002 0.0619 -1.2914
C -5.5008 0.1713 3.7476
H 0.3611 0.6865 3.7304
H 0.5069 -4.4199 -3.1041
H -2.4966 -1.1975 4.1408
C 6.6321 1.4579 -1.2177
H -0.5893 7.4384 -1.3921
H 0.7320 -2.7240 -3.3777
H 0.0736 -5.8626 0.1761
H 0.5591 4.3332 -3.4995
H -4.9356 -0.9339 5.5746
O 1.7517 6.1934 -2.2528
H 4.3505 2.3511 2.8760
C -0.0238 -3.4636 -3.1124
H 0.3869 -3.4728 3.5309
C -5.3552 -2.2113 -0.8297
C 2.5631 2.0898 -3.9924
H -2.2876 3.7697 0.3336
C -3.7327 -1.7110 -2.2773
H 2.5256 0.3000 -2.7259
H -2.7285 0.0842 2.1315
H -1.2976 -0.6712 -1.4636
N 6.8162 2.7837 -0.9197
N -3.4338 0.1396 2.8600
H 2.4176 -3.3267 2.0113
H 4.3531 -0.6002 1.7655
C 0.9388 1.3635 -5.3675
C 1.3165 -0.7805 5.1933
C 2.7897 -5.7957 -0.0269
C 1.0694 0.4467 -4.3472
H 4.8330 0.2341 -1.2170
H -2.1401 5.3828 4.1615
*
```


(2)
Entry from OMol25: 8 unconnected molecules or ions with the total composition C43H72BF3IN2O18S at a distorted geometry (ωB97M-V/def2-TZVPD).

Properties
molar mass: 1131.8 u
electronic energy: -4166.06470 Eh
orbital gap: 6.642 eV
LUMO: 1.41 eV

```
! wB97M-V def2-TZVPD RIJCOSX def2/J DEFGRID3
* xyz -1 1
C -5.2298 2.4695 1.4123
C 8.6674 0.0076 -0.1528
O 1.8466 -1.8153 -3.6070
H 14.5995 2.7707 -4.6162
H 4.5669 0.3473 -1.3135
H -6.4825 -5.7144 -0.6040
H 4.6271 -0.5818 -4.7387
C -5.4015 3.0790 -3.3649
H -4.2169 3.4649 -5.0780
H 0.5741 0.1361 3.5440
C -7.1131 -3.8378 -1.3892
H 13.1528 3.4171 -5.4189
B -1.9573 -0.3468 2.7009
H 9.5431 -0.1537 1.8078
H -1.5424 3.1167 9.8923
H 14.1206 5.0902 -3.8074
H -0.2181 4.0049 10.6687
S -2.0618 -1.8876 -0.8754
H -7.8795 0.9824 -3.2605
C -6.5809 -10.2596 -1.0735
H -8.3852 -8.4924 -0.7602
H -8.5089 -7.0184 -1.6988
H -5.8036 -5.3542 -4.3540
H 10.1366 1.9065 -1.0043
C 0.9014 3.3311 6.7756
C -6.0279 -0.0934 -3.3195
C 14.2662 5.0365 -2.7284
H -0.5890 1.1843 0.3612
H -0.7968 3.2995 3.7924
O 7.1611 2.4336 -2.1948
H 9.6303 3.1119 -2.1593
C 0.9000 4.6616 2.5941
C 4.2822 1.7088 -2.9367
O -1.8518 1.0741 3.0552
C -5.6615 1.6311 0.3909
C -7.0669 -8.3458 -2.5101
C -3.0428 3.3397 1.4405
H 5.2237 2.2332 -2.7525
C -4.5378 2.5964 -4.5082
C 14.2571 3.6047 -2.2346
C 2.8047 -1.0929 -3.6223
H -6.8074 -9.6438 -0.2021
O 12.9990 2.9686 -2.4691
H -4.6222 -3.4721 -2.2300
H -9.1821 -8.5221 -2.3476
H -2.3440 2.6882 -0.4361
C -5.5338 2.2255 2.7475
H -5.6309 -10.7507 -0.8694
H -3.6493 -0.8626 4.1214
H 0.0935 4.0211 6.5345
O 0.0563 1.2093 6.1423
C -2.3433 2.3330 0.5952
H 8.2658 -1.0044 -0.1470
H -4.6582 4.4143 1.6217
H -6.7492 -0.1421 -0.0650
H 15.2135 5.5180 -2.4848
H -5.1572 2.8999 3.5007
O 7.7021 0.7877 -0.8600
N -4.3946 3.6166 1.0547
H 15.0728 3.0155 -2.6564
C 4.3789 0.3050 -2.3850
O -0.6091 -0.7477 2.2515
C -5.3143 -3.7320 -3.0286
H -6.4406 -4.3672 0.5490
H 4.0779 1.7077 -4.0099
N -2.9738 -0.6776 1.4447
O -6.6742 -3.5237 -2.6158
C -6.4183 0.5095 0.7307
C -0.0451 2.6418 3.3680
I 2.0116 0.3079 1.3390
F 2.0710 5.1640 2.1610
H 9.2324 1.5125 1.3008
C 12.6814 2.3630 -3.6317
C -6.8605 1.1346 -3.6129
C 13.5536 2.5821 -4.8463
H -5.0448 1.9248 -5.1972
H -2.0412 -0.9254 4.8738
H -4.9949 0.0336 -3.6452
O -6.3405 -9.4449 -2.2214
O -8.2256 -3.5119 -1.0656
O -0.0087 1.6078 8.3027
C -0.5281 3.4918 9.7571
C -2.5355 -1.1840 0.4818
H 9.6094 -0.0316 -0.7020
H -3.6609 2.0975 -4.0972
C -2.6053 -1.1295 3.9610
F 0.6247 5.2832 3.7607
H 7.8915 0.4906 1.7925
H 0.4058 1.6309 10.2665
C -6.2924 1.1038 3.0740
C 8.8482 0.4926 1.2706
H 9.2188 3.3248 -0.4474
C 8.0017 1.9339 -1.4969
H -7.2765 -0.6436 2.2974
H -6.9274 1.3401 -4.6832
C -6.7127 0.2480 2.0623
H -2.9309 1.4189 0.5769
H -5.4057 1.8430 -0.6336
H -0.2549 2.8467 0.7101
H 1.4843 3.7305 7.6028
O 11.6723 1.7192 -3.6890
H -6.4446 -0.9660 -3.8232
H 13.5130 1.6836 -5.4565
H -6.0019 -0.2886 -2.2472
C 0.3124 1.9614 7.0360
H -4.0916 -5.2751 -3.9015
C -0.9000 2.0206 0.9863
H -5.1355 -3.0176 -3.8308
H 14.3869 3.5882 -1.1537
H 1.5661 3.2582 5.9182
H 5.2066 -0.2538 -2.8267
H -0.5570 4.2189 8.9457
C -8.3628 -8.0940 -1.7719
O -2.5746 3.8952 2.4016
H -2.5827 -2.2134 3.8082
H 3.0920 -0.0751 -5.4727
C 9.3342 2.5967 -1.2500
C 0.2022 0.3383 2.5413
O -6.6991 -7.6235 -3.3934
H 3.5789 -1.7791 -5.4747
H 13.4568 5.5992 -2.2639
O -5.1862 4.1197 -2.8102
H -7.3741 -11.9147 -2.1924
O -6.3917 2.2880 -2.9075
C -6.2321 -4.6613 -0.4767
C 0.4138 2.3464 9.4451
C -0.7235 1.6108 2.4487
C -5.1124 -5.1413 -3.5408
H -6.5317 0.8920 4.1042
O 1.0417 3.3475 2.7155
F -0.0319 5.0488 1.7201
C 3.5871 -0.8566 -4.8986
C -7.6493 -11.3014 -1.3344
O 3.1513 -0.4217 -2.5154
H -5.1670 -4.5208 -0.6413
H 1.4465 2.6807 9.3314
H 3.4654 2.2483 -2.4544
H 0.4019 2.1086 4.1950
H -7.7720 -11.9480 -0.4650
H -5.3009 -5.8734 -2.7639
H -8.6117 -10.8415 -1.5596
*
```


(3)
Entry from OMol25: a molecular structure, C43H76Br2O19 at a distorted geometry (ωB97M-V/def2-TZVPD).

Properties
molar mass: 1056.9 u
electronic energy: -8261.45607 Eh
orbital gap: 9.289 eV
LUMO: 0.45 eV

```
! wB97M-V def2-TZVPD RIJCOSX def2/J DEFGRID3
* xyz 0 1
H 7.7738 -8.2775 4.6346
H 8.4740 -0.2536 -2.9815
H 0.6308 1.5437 1.5826
O 5.4714 -7.7108 3.3846
H -6.6606 0.8207 5.0277
H 0.3506 -4.6009 -3.0703
C 8.9328 -0.6337 -3.8924
H 6.7876 -6.8022 1.2282
H -5.7298 3.9957 -2.0638
H -8.6113 6.4345 5.5277
C 0.6849 -4.8635 -4.0750
H -4.9851 -1.1847 -3.5890
O -1.2589 8.0144 1.9576
C -2.9777 -1.9209 -3.8400
H -11.2025 5.3577 3.4965
C -3.2254 1.7092 1.0679
H -3.2798 -2.9610 -3.9559
O -1.0663 6.6798 3.6909
H 8.5682 -9.0543 3.2532
H -0.9050 9.6060 4.2805
H -0.1938 0.5708 -3.0665
C 2.1922 -2.9378 -4.0392
H 0.9186 -5.9273 -4.0590
C -10.8079 5.6136 2.5120
C -4.0021 1.3629 2.4192
O -1.8889 0.3377 2.3436
C -3.1403 0.1574 2.8420
H 6.5071 -8.6906 1.8679
H 7.9171 -6.5847 -2.7493
H 1.4892 -1.3402 -2.8382
C -3.7448 2.4495 3.3785
H 0.2192 -1.7360 1.6901
H 5.4561 -6.1693 -3.0778
C 8.1379 -5.5202 -2.8296
O 6.5548 -4.3062 -1.3807
H -3.1809 4.0704 4.8388
H -8.3244 2.8481 4.2563
C -6.6904 1.3966 4.1037
H -5.4182 4.9290 -0.6179
O -9.3870 5.4591 2.4816
H -3.8400 0.0440 -4.1350
H 9.9228 -0.9994 -3.6162
H 9.2094 -5.3970 -2.9767
H 0.2797 -2.5850 -3.0336
C -4.9635 4.2447 -1.3343
C 7.8347 -8.3025 3.5464
H 0.5431 8.6300 4.5901
C -8.5823 5.8318 3.4977
H 0.0116 -1.6779 -0.3739
C -4.5133 2.9980 -0.6188
H -8.8694 1.1806 4.3468
H 9.4326 0.1071 -5.8685
O -1.0273 1.1577 0.3899
O 8.0912 -1.7161 -4.3023
H -1.2852 -5.1373 -4.8989
H -8.9520 7.7340 4.3757
C 6.4783 -8.6295 2.9567
H 0.8137 1.9016 -0.1352
H 7.6435 -5.1091 -3.7044
H 9.5873 1.2996 -4.5726
H 6.1428 -9.6010 3.3173
C -6.1844 0.4984 2.9576
C -8.1506 1.8448 3.8644
H 7.9875 0.8175 -5.1638
H 6.1637 -3.7350 -3.3569
H 4.2936 -5.6585 -1.8593
H -2.6850 -1.7933 -2.7963
H -4.4098 -1.1745 -5.2656
H -1.8018 -0.0019 -2.6645
C 1.0325 -0.1907 0.3974
C 8.5163 -2.7340 -5.0676
H -10.2025 6.5484 4.7964
H -0.4654 5.2304 4.9438
H -12.3269 7.0624 2.0341
C 1.0595 -1.0392 1.6787
C 6.2431 -6.0219 1.7534
C 0.3929 1.1898 0.5776
H -0.0138 -4.8841 -6.1075
C -4.1201 -1.0049 -4.2284
H 6.9570 -5.3694 2.2535
C -1.2390 6.8485 6.1206
O -3.4163 -0.7961 3.5043
H -0.6180 -3.5228 -5.1761
O -5.3190 1.1564 2.0274
C 7.7700 -4.8508 -1.5273
Br -5.3382 1.4006 -1.2703
H -1.2647 7.9380 6.1317
C -3.5376 3.3336 4.1586
H 0.5872 6.6271 4.9559
H -11.1857 4.8639 1.8187
O 0.4278 -0.8720 -0.6917
C -0.3727 -4.5836 -5.1233
O 4.2844 -5.8891 3.0926
H -10.8631 7.7708 2.7272
H -1.5829 1.1398 -4.0041
C 1.0765 -2.0516 -3.5449
O 1.9240 -4.2188 -4.3794
H 2.0721 -0.0129 0.0999
H 8.1918 -7.3277 3.2148
H -1.3609 2.3709 2.0309
H 0.9907 -0.3987 2.5542
H -10.8500 7.2013 1.0645
C -3.6280 2.9566 0.3695
C 9.8568 -2.6469 -5.7562
H -2.2710 6.4989 6.0794
H 10.2636 -3.6523 -5.8331
H 0.6615 -1.5092 -4.3951
O -7.4236 5.5241 3.4606
C -11.2390 6.9940 2.0612
H 4.0981 -5.1352 -3.5446
H 0.4170 9.5594 3.1059
C -0.8433 7.8579 3.0710
O -1.8468 -1.7629 -4.7005
H -6.1046 2.3055 4.2007
H -5.7452 -0.4154 3.3578
C 5.2470 -6.5288 2.7677
C -0.1484 8.9699 3.8230
H 5.7101 -5.4395 1.0063
H 1.9731 -1.6287 1.7431
C -1.1526 0.2813 -3.4896
O 7.7813 -3.6727 -5.2274
O 0.0856 -0.8418 -5.1770
C 5.6402 -4.0973 -2.4743
H -3.4101 0.8184 0.4661
H 10.5874 -2.0327 -5.2360
Br -2.8361 4.6078 0.8894
H -8.3859 1.8899 2.8001
C 8.9922 0.4617 -4.9363
H 9.7067 -2.2520 -6.7603
H -0.7899 6.5063 7.0534
H 4.9873 -3.2922 -2.1446
C -1.7841 1.5193 1.4996
O 3.3092 -2.5270 -4.2007
H -4.1134 4.7095 -1.8306
C -0.4593 6.3200 4.9337
O 8.5174 -4.8477 -0.5807
H -7.0471 0.1908 2.3675
C 4.8240 -5.3387 -2.7592
C -9.1401 6.6875 4.6123
C -0.9062 -0.8143 -4.5017
*
```